A structure of composition C25H48Cl3MgN4O3SSi, computed with ωB97M-V with the def2-TZVPD basis set.

```
! RIJCOSX wB97M-V def2-TZVPD def2/J DEFGRID3
* xyz -1 1
C -1.481 -2.072 -3.490
C -1.045 -3.062 -2.455
H -1.185 -2.408 -4.489
H -1.052 -1.069 -3.307
H -2.578 -1.986 -3.453
C -0.582 -4.288 -2.712
C -0.395 -4.868 -4.083
H -0.294 -4.961 -1.889
H -0.633 -4.170 -4.898
H -1.045 -5.746 -4.205
H 0.637 -5.223 -4.228
Mg 0.045 0.359 -0.728
Cl -2.001 0.299 0.442
Cl -0.083 1.226 -2.941
H 0.649 4.536 3.160
H -1.433 5.516 2.094
C 1.010 4.258 2.159
C -1.037 5.183 1.127
N -0.160 4.040 1.313
H 1.622 3.355 2.205
C -0.309 2.968 0.534
O 0.589 2.144 0.268
H -1.851 4.866 0.468
H -1.315 2.849 0.088
H 1.598 5.094 1.758
H -0.489 6.015 0.661
H 1.490 -1.672 -3.368
H 2.424 -3.791 -2.126
C 2.327 -1.114 -2.933
C 3.235 -3.112 -1.823
N 2.747 -1.749 -1.697
H 1.997 -0.092 -2.736
C 2.663 -1.136 -0.505
O 2.034 -0.076 -0.307
H 3.642 -3.450 -0.863
H 3.151 -1.667 0.340
H 3.153 -1.122 -3.654
H 4.017 -3.167 -2.593
O -0.090 -1.662 -0.832
C -1.074 -2.557 -0.999
C 0.154 -4.086 0.682
C -1.040 -3.650 0.105
H 1.081 -3.572 0.416
C 0.138 -5.142 1.609
H -2.051 -2.035 -0.900
C -2.252 -4.241 0.460
H 1.086 -5.482 2.031
C -1.076 -5.754 1.943
C -2.272 -5.305 1.374
H -3.173 -3.871 -0.005
H -1.080 -6.597 2.644
H -3.225 -5.785 1.617
Si -0.394 4.818 -5.652
Cl -0.629 3.348 -7.097
C 1.438 4.828 -5.247
C -1.503 4.309 -4.234
C -0.951 6.454 -6.402
H 1.743 3.834 -4.891
H 1.656 5.568 -4.464
H 2.027 5.079 -6.141
H -0.345 6.711 -7.282
H -0.852 7.260 -5.661
H -2.004 6.391 -6.713
H -1.187 3.318 -3.866
H -2.551 4.264 -4.567
H -1.435 5.031 -3.408
C 2.042 1.085 4.009
N 1.033 0.232 4.668
C 1.557 -0.553 5.809
C 0.160 -0.496 3.859
S 0.475 -0.787 2.244
N -0.889 -1.073 4.521
C -1.482 -0.410 5.688
C -1.796 -1.913 3.737
H 3.001 0.980 4.543
H 1.706 2.135 3.974
H 2.147 0.726 2.971
H 0.900 -0.460 6.685
H 1.611 -1.620 5.544
H 2.572 -0.213 6.043
H -2.522 -0.118 5.488
H -1.478 -1.080 6.557
H -0.898 0.484 5.900
H -2.284 -1.316 2.946
H -1.207 -2.690 3.222
H -2.548 -2.352 4.415
*
```

**Gap between HOMO and LUMO**: 6.7 eV
**Molar mass**: 643.5 g mol⁻¹
**DFT total energy**: -100540.672 eV

=====

A structure of composition C25H48Cl3N4O3SScSi, computed with ωB97M-V with the def2-TZVPD basis set.

```
! RIJCOSX wB97M-V def2-TZVPD def2/J DEFGRID3
* xyz 0 1
C -0.320 -2.996 -5.314
C 0.288 -1.785 -4.680
H 0.210 -3.321 -6.226
H -1.346 -2.737 -5.628
H -0.346 -3.892 -4.676
C 0.836 -0.855 -5.506
C 0.679 -0.796 -6.996
H 1.525 -0.124 -5.106
H -0.382 -0.601 -7.207
H 0.972 -1.665 -7.610
H 1.258 0.041 -7.398
Sc -1.074 0.571 1.944
Cl -0.620 -1.810 2.661
Cl -3.446 0.574 1.878
H -2.568 1.848 5.910
H -2.480 -1.781 6.772
C -3.278 1.047 5.677
C -3.031 -1.479 5.870
N -2.562 -0.182 5.381
H -3.895 1.346 4.823
C -1.415 -0.072 4.688
O -1.044 0.949 4.061
H -2.914 -2.248 5.094
H -0.862 -1.019 4.653
H -3.920 0.854 6.537
H -4.089 -1.388 6.133
H -2.357 1.311 -2.750
H -0.211 2.707 -3.887
C -2.362 2.311 -2.291
C -0.262 3.350 -3.003
N -1.009 2.699 -1.929
H -3.011 2.323 -1.414
C -0.529 2.620 -0.669
O -1.169 2.407 0.377
H 0.753 3.579 -2.678
H 0.569 2.765 -0.635
H -2.736 2.997 -3.059
H -0.769 4.271 -3.316
O -1.243 -1.325 -2.709
C 0.105 -1.720 -3.173
C 1.320 0.508 -2.757
C 1.191 -0.855 -2.501
H 0.526 1.017 -3.304
C 2.476 1.231 -2.413
H 0.190 -2.745 -2.784
C 2.248 -1.468 -1.815
H 2.610 2.302 -2.649
C 3.518 0.604 -1.714
C 3.399 -0.764 -1.441
H 2.196 -2.543 -1.634
H 4.414 1.133 -1.363
H 4.197 -1.289 -0.891
Si -2.614 -1.938 -2.122
Cl -0.579 -0.435 0.000
C -3.955 -0.656 -1.861
C -2.916 -2.564 -0.305
C -2.844 -3.514 -3.004
H -3.830 0.359 -2.223
H -4.258 -0.611 -0.810
H -4.778 -1.122 -2.408
H -3.012 -3.132 -4.020
H -3.693 -4.102 -2.625
H -1.907 -4.092 -3.005
H -2.232 -3.296 0.114
H -3.890 -3.066 -0.446
H -3.106 -1.837 0.484
C 5.765 0.069 3.389
C 4.759 1.081 2.887
N 3.548 0.352 2.468
C 2.403 1.061 2.289
S 1.529 0.849 0.872
N 1.985 1.917 3.237
C 2.041 1.494 4.644
C 1.168 2.410 5.476
H 5.279 -0.683 4.016
H 6.522 0.585 3.980
H 6.257 -0.432 2.551
H 4.453 1.797 3.657
H 5.160 1.644 2.023
H 3.715 -0.305 1.705
H 1.112 2.401 2.976
H 1.727 0.436 4.739
H 3.097 1.553 4.937
H 0.120 2.323 5.163
H 1.248 2.103 6.522
H 1.501 3.449 5.367
*
```

**Gap between HOMO and LUMO**: 8.1 eV
**Molar mass**: 664.2 g mol⁻¹
**DFT total energy**: -115793.297 eV

=====

A structure of composition C25H48GdOP2, computed with ωB97M-V with the def2-TZVPD basis set.

```
! RIJCOSX wB97M-V def2-TZVPD def2/J DEFGRID3
* xyz 1 8
Gd -0.083 -0.062 -0.250
C 2.195 -0.354 -0.798
C 1.535 0.534 -1.773
C 1.675 1.661 0.269
C 2.293 0.362 0.430
C 1.207 1.795 -1.072
C 2.914 -1.645 -1.172
H 2.440 -2.204 -1.992
H 3.032 -2.346 -0.340
H 3.918 -1.373 -1.514
C 3.192 -0.058 1.603
H 3.548 -1.122 1.495
H 2.732 -0.024 2.611
H 4.029 0.680 1.669
C 1.594 2.751 1.315
H 2.434 3.425 1.147
H 1.706 2.380 2.335
H 0.675 3.353 1.323
C 0.981 3.165 -1.671
H 1.983 3.537 -1.896
H 0.532 3.858 -0.958
H 0.390 3.199 -2.591
C 1.919 0.419 -3.211
H 2.994 0.613 -3.243
H 1.403 1.152 -3.840
H 1.748 -0.582 -3.615
C -2.325 -1.513 -2.571
C -1.213 -1.694 -3.212
C -1.127 -1.766 -4.730
C -1.318 -0.364 -5.416
C -1.572 0.808 -4.451
C -2.744 0.956 -3.837
C -3.890 -0.046 -4.008
C -3.684 -1.403 -3.249
H -1.908 -2.451 -5.114
H -2.190 -0.449 -6.078
H -0.163 -2.192 -5.036
H -3.806 -2.227 -3.976
H -2.424 -1.338 -1.448
H -0.174 -1.751 -2.748
H -4.478 -1.513 -2.503
H -4.826 0.434 -3.681
H -2.997 1.867 -3.306
H -4.008 -0.272 -5.076
H -0.456 -0.140 -6.068
H -0.809 1.577 -4.416
P -0.113 -2.532 1.008
C 1.252 -2.766 2.146
H 0.978 -3.725 2.562
H 1.321 -2.021 2.930
H 2.195 -2.824 1.619
C -1.608 -2.849 1.941
H -1.354 -3.808 2.374
H -2.464 -2.924 1.277
H -1.782 -2.097 2.708
C 0.110 -3.898 -0.130
H -0.767 -4.002 -0.756
H 0.207 -4.702 0.585
H 1.009 -3.778 -0.725
P -2.197 1.503 0.582
C -2.046 3.158 -0.100
H -3.090 3.440 -0.067
H -1.626 3.253 -1.098
H -1.468 3.751 0.603
C -3.791 0.674 0.585
H -4.229 0.748 -0.404
H -4.316 1.269 1.319
H -3.725 -0.361 0.921
C -2.167 2.034 2.305
H -2.980 2.745 2.246
H -1.229 2.516 2.564
H -2.410 1.200 2.954
C 1.105 0.348 3.345
O 0.588 0.120 1.959
H 1.944 1.145 3.680
H 1.108 -0.637 3.900
H 0.301 1.071 3.552
*
```

**Gap between HOMO and LUMO (spin up / spin down)**: 5.4 / 5.1 eV
**Molar mass**: 583.9 g mol⁻¹
**DFT total energy**: -68145.734 eV
**Expectation value of S²**: 16.11

=====

A structure of composition C25H48GdP4S, computed with ωB97M-V with the def2-TZVPD basis set.

```
! RIJCOSX wB97M-V def2-TZVPD def2/J DEFGRID3
* xyz 3 8
Gd 1.353 -0.631 -1.301
P 2.181 1.415 0.229
P -0.988 0.060 1.289
P -0.929 1.762 -1.987
H 2.167 -1.806 -3.785
C 2.011 -0.748 -3.586
C 2.878 0.057 -2.775
H 3.870 -0.337 -2.517
C 3.425 0.335 1.086
C 1.631 2.382 1.661
C 3.306 2.602 -0.527
C -2.394 -1.095 0.978
C -0.692 -0.422 3.046
C -2.042 1.518 1.713
C -0.357 2.299 -3.652
C -0.804 3.353 -1.078
C -2.734 1.660 -2.306
H 1.522 -0.212 -4.420
H 2.769 1.144 -2.975
H 3.726 -0.542 0.489
H 3.042 -0.007 2.057
H 4.294 0.970 1.238
H 1.087 1.781 2.398
H 0.984 3.206 1.345
H 2.516 2.801 2.144
H 3.767 2.211 -1.436
H 4.105 2.833 0.185
H 2.784 3.527 -0.785
H -3.264 -0.776 1.568
H -2.117 -2.117 1.257
H -2.642 -1.069 -0.091
H -1.270 0.224 3.729
H 0.371 -0.330 3.297
H -0.968 -1.470 3.224
H -2.788 1.194 2.451
H -2.574 1.908 0.840
H -1.438 2.319 2.151
H -1.084 3.009 -4.056
H -0.245 1.465 -4.354
H 0.620 2.774 -3.539
H -1.446 4.075 -1.596
H 0.247 3.658 -1.083
H -1.141 3.189 -0.054
H -3.028 2.408 -3.047
H -3.291 1.842 -1.383
H -3.021 0.673 -2.679
C -0.819 -2.726 -3.414
C -2.124 -3.127 -3.088
C -2.523 -4.436 -3.272
C -1.549 -5.427 -3.496
C -0.192 -5.092 -3.659
C 0.188 -3.722 -3.653
S -0.701 -1.054 -3.899
H -1.412 -0.320 -3.036
H -2.866 -2.312 -2.917
H -3.548 -4.707 -3.047
H -1.848 -6.443 -3.649
H 0.555 -5.836 -3.853
H 1.231 -3.424 -3.827
C 2.634 -3.834 0.020
P 1.180 -2.854 0.536
C -0.133 -3.955 -0.113
C 1.168 -3.175 2.315
C 0.140 -3.926 2.921
C 0.134 -4.116 4.299
C 1.191 -3.628 5.082
C 2.233 -2.904 4.481
C 2.256 -2.736 3.094
H 2.796 -3.767 -1.074
H 3.534 -3.490 0.554
H 2.401 -4.878 0.303
H 0.220 -4.987 0.059
H -1.088 -3.779 0.409
H -0.312 -3.824 -1.195
H -0.672 -4.345 2.329
H -0.683 -4.687 4.757
H 1.189 -3.798 6.162
H 3.051 -2.513 5.095
H 3.104 -2.237 2.628
*
```

**Gap between HOMO and LUMO (spin up / spin down)**: 5.4 / 4.9 eV
**Molar mass**: 661.9 g mol⁻¹
**DFT total energy**: -95499.953 eV
**Expectation value of S²**: 16.09

=====

A cluster of 3 separate species, C25H48N2O6 in total, computed with ωB97M-V with the def2-TZVPD basis set.

```
! RIJCOSX wB97M-V def2-TZVPD def2/J DEFGRID3
* xyz 0 1
C 6.733 -0.842 0.454
C 6.040 -0.081 -0.750
C 6.617 1.378 -0.969
C 6.222 2.366 0.211
O 5.074 3.173 -0.095
C 3.883 2.571 0.290
O 3.602 2.297 1.427
C 2.839 2.253 -0.831
C 1.425 2.975 -0.581
C 0.372 1.806 -0.509
C -0.538 1.642 -1.636
C -1.476 0.522 -1.563
C -1.532 -0.421 -0.467
C -0.629 -0.234 0.670
C 0.306 0.877 0.614
H 7.749 -0.397 0.651
H 6.874 -1.914 0.182
H 6.108 -0.751 1.382
H 4.921 -0.072 -0.687
H 6.293 -0.646 -1.690
H 7.739 1.253 -0.991
H 6.331 1.823 -1.955
H 7.106 3.040 0.348
H 6.133 1.769 1.153
H 3.233 2.564 -1.831
H 2.678 1.140 -0.861
H 1.194 3.553 -1.515
H 1.426 3.605 0.337
H -0.511 2.331 -2.506
H -2.192 0.391 -2.410
H -2.267 -1.259 -0.485
H -0.658 -0.920 1.543
H 1.003 1.011 1.480
C -0.291 -2.532 3.795
O 0.356 -2.977 2.614
C 1.732 -2.601 2.543
C 2.640 -3.810 2.741
N 2.601 -4.290 4.120
C 3.200 -5.612 4.316
C 2.606 -6.798 3.547
O 1.302 -7.175 3.963
C 0.252 -6.393 3.420
H -1.366 -2.667 3.656
H 0.011 -3.122 4.663
H -0.101 -1.471 3.979
H 1.974 -1.798 3.245
H 1.894 -2.216 1.532
H 3.668 -3.534 2.487
H 2.311 -4.582 2.036
H 1.638 -4.335 4.427
H 3.115 -5.834 5.383
H 4.271 -5.545 4.094
H 3.240 -7.664 3.759
H 2.643 -6.662 2.460
H 0.465 -6.060 2.401
H 0.043 -5.539 4.067
H -0.650 -7.007 3.398
C -4.631 1.985 -0.671
O -4.310 1.786 -2.038
C -5.243 0.958 -2.728
C -6.086 1.777 -3.700
N -7.023 2.646 -2.993
C -7.645 3.670 -3.834
C -6.733 4.685 -4.535
O -6.087 5.598 -3.660
C -4.921 5.097 -3.029
H -3.760 2.432 -0.187
H -5.471 2.674 -0.554
H -4.850 1.038 -0.171
H -5.869 0.383 -2.039
H -4.650 0.244 -3.310
H -6.647 1.099 -4.350
H -5.394 2.353 -4.324
H -6.536 3.113 -2.239
H -8.325 4.231 -3.186
H -8.268 3.174 -4.586
H -7.374 5.300 -5.174
H -6.009 4.212 -5.207
H -4.363 4.409 -3.670
H -5.179 4.615 -2.084
H -4.275 5.944 -2.791
*
```

**Gap between HOMO and LUMO**: 9.4 eV
**Molar mass**: 472.7 g mol⁻¹
**SMILES**: CCCCOC(=O)CCc1ccccc1.COCCNCCOC.COCCNCCOC
**DFT total energy**: -41964.313 eV

=====

What did the fourth record say?
A structure of composition C25H48GdP4S, computed with ωB97M-V with the def2-TZVPD basis set.

```
! RIJCOSX wB97M-V def2-TZVPD def2/J DEFGRID3
* xyz 3 8
Gd 1.353 -0.631 -1.301
P 2.181 1.415 0.229
P -0.988 0.060 1.289
P -0.929 1.762 -1.987
H 2.167 -1.806 -3.785
C 2.011 -0.748 -3.586
C 2.878 0.057 -2.775
H 3.870 -0.337 -2.517
C 3.425 0.335 1.086
C 1.631 2.382 1.661
C 3.306 2.602 -0.527
C -2.394 -1.095 0.978
C -0.692 -0.422 3.046
C -2.042 1.518 1.713
C -0.357 2.299 -3.652
C -0.804 3.353 -1.078
C -2.734 1.660 -2.306
H 1.522 -0.212 -4.420
H 2.769 1.144 -2.975
H 3.726 -0.542 0.489
H 3.042 -0.007 2.057
H 4.294 0.970 1.238
H 1.087 1.781 2.398
H 0.984 3.206 1.345
H 2.516 2.801 2.144
H 3.767 2.211 -1.436
H 4.105 2.833 0.185
H 2.784 3.527 -0.785
H -3.264 -0.776 1.568
H -2.117 -2.117 1.257
H -2.642 -1.069 -0.091
H -1.270 0.224 3.729
H 0.371 -0.330 3.297
H -0.968 -1.470 3.224
H -2.788 1.194 2.451
H -2.574 1.908 0.840
H -1.438 2.319 2.151
H -1.084 3.009 -4.056
H -0.245 1.465 -4.354
H 0.620 2.774 -3.539
H -1.446 4.075 -1.596
H 0.247 3.658 -1.083
H -1.141 3.189 -0.054
H -3.028 2.408 -3.047
H -3.291 1.842 -1.383
H -3.021 0.673 -2.679
C -0.819 -2.726 -3.414
C -2.124 -3.127 -3.088
C -2.523 -4.436 -3.272
C -1.549 -5.427 -3.496
C -0.192 -5.092 -3.659
C 0.188 -3.722 -3.653
S -0.701 -1.054 -3.899
H -1.412 -0.320 -3.036
H -2.866 -2.312 -2.917
H -3.548 -4.707 -3.047
H -1.848 -6.443 -3.649
H 0.555 -5.836 -3.853
H 1.231 -3.424 -3.827
C 2.634 -3.834 0.020
P 1.180 -2.854 0.536
C -0.133 -3.955 -0.113
C 1.168 -3.175 2.315
C 0.140 -3.926 2.921
C 0.134 -4.116 4.299
C 1.191 -3.628 5.082
C 2.233 -2.904 4.481
C 2.256 -2.736 3.094
H 2.796 -3.767 -1.074
H 3.534 -3.490 0.554
H 2.401 -4.878 0.303
H 0.220 -4.987 0.059
H -1.088 -3.779 0.409
H -0.312 -3.824 -1.195
H -0.672 -4.345 2.329
H -0.683 -4.687 4.757
H 1.189 -3.798 6.162
H 3.051 -2.513 5.095
H 3.104 -2.237 2.628
*
```

**Gap between HOMO and LUMO (spin up / spin down)**: 5.4 / 4.9 eV
**Molar mass**: 661.9 g mol⁻¹
**DFT total energy**: -95499.953 eV
**Expectation value of S²**: 16.09

=====

DFT total energy of number 4 (C25H48GdP4S)? -95499.953 eV